# C33H28BGeN9RhS5

A structure of composition C33H28BGeN9RhS5 at a distorted geometry (the ωB97M-V functional and the def2-TZVPD basis, the Open Molecules 2025 dataset).

ORCA input file:
```
! wB97M-V def2-TZVPD RIJCOSX def2/J DEFGRID3
* xyz 0 2
Rh -0.701 0.035 0.075
C -0.270 2.998 -2.912
C -0.707 1.743 -2.506
N -0.350 1.523 -1.243
N 0.318 2.606 -0.823
C 0.377 3.509 -1.808
B 0.836 2.780 0.612
N 1.792 1.634 0.950
C 3.069 1.686 1.354
C 3.504 0.397 1.582
C 2.403 -0.404 1.277
N 1.392 0.364 0.906
N -0.402 2.622 1.515
C -0.804 3.368 2.548
C -1.969 2.822 3.053
C -2.214 1.711 2.249
N -1.261 1.619 1.328
H -0.400 3.450 -3.871
H -1.229 1.016 -3.097
H 0.870 4.446 -1.664
H 1.352 3.833 0.755
H 3.585 2.621 1.446
H 4.472 0.081 1.912
H 2.316 -1.473 1.296
H -0.244 4.225 2.860
H -2.552 3.173 3.879
H -3.022 1.005 2.295
N -1.076 -1.308 1.364
C -1.128 -2.144 2.191
N -1.143 -2.930 3.146
C -1.466 -4.157 3.342
N -1.715 -5.257 3.582
C -0.052 -0.454 -6.174
C 1.000 -0.834 -5.359
C 0.755 -1.254 -4.066
C -0.537 -1.292 -3.558
C -1.588 -0.925 -4.394
C -1.350 -0.522 -5.696
Ge -0.857 -1.776 -1.648
C -2.846 -1.863 -1.400
C -3.560 -0.666 -1.389
C -4.932 -0.662 -1.216
C -5.599 -1.858 -1.012
C -4.896 -3.052 -0.994
C -3.526 -3.055 -1.191
C -0.072 -3.596 -1.377
C -0.305 -4.310 -0.208
C 0.231 -5.572 -0.027
C 1.010 -6.139 -1.022
C 1.221 -5.453 -2.206
C 0.693 -4.186 -2.377
H 0.139 -0.101 -7.177
H 2.014 -0.800 -5.732
H 1.575 -1.556 -3.431
H -2.604 -0.954 -4.018
H -2.179 -0.251 -6.336
H -3.032 0.276 -1.528
H -5.479 0.272 -1.239
H -6.668 -1.861 -0.859
H -5.414 -3.987 -0.826
H -2.978 -3.988 -1.188
H -0.926 -3.882 0.567
H 0.044 -6.105 0.895
H 1.453 -7.113 -0.877
H 1.804 -5.896 -3.002
H 0.860 -3.663 -3.307
C 3.974 3.219 -2.248
S 3.841 2.694 -3.991
C 4.281 1.005 -3.965
C 3.820 0.053 -3.082
S 2.692 0.257 -1.855
S 4.512 -1.554 -3.259
C 5.240 -1.270 -4.860
S 6.570 -2.257 -5.255
S 5.353 0.491 -5.232
H 3.727 4.276 -2.248
H 4.996 3.066 -1.917
H 3.282 2.658 -1.626
*
```

Output
Lowest unoccupied orbital energy (spin up / spin down) ... -2.236 / -2.720 eV
Frontier orbital gap (spin up / spin down) ... 6.1 / 5.4 eV
Expectation value of S² ... 1.1469
Relative energy (zero: lowest compared OMol25 entry of this formula, charge and spin) ... 310.2 kJ/mol

# C33H28Br2N5O10P2STi

A structure of composition C33H28Br2N5O10P2STi (the ωB97M-V functional and the def2-TZVPD basis, the Open Molecules 2025 dataset).

ORCA input file:
```
! wB97M-V def2-TZVPD RIJCOSX def2/J DEFGRID3
* xyz 1 1
Ti -0.424 -1.038 1.083
C 4.985 2.598 -4.672
C 4.344 1.747 -3.617
C 5.104 0.889 -2.830
C 4.521 0.114 -1.838
C 3.152 0.202 -1.646
C 2.365 1.043 -2.420
C 2.968 1.814 -3.397
S 2.398 -0.874 -0.477
O 1.791 -1.938 -1.223
O 3.394 -1.224 0.517
N 1.187 -0.012 0.274
C 1.601 1.166 0.952
C 2.795 1.838 0.862
C 3.029 3.022 1.596
C 2.098 3.524 2.458
C 0.888 2.815 2.639
C -0.087 3.183 3.588
C -1.185 2.390 3.775
C -1.312 1.226 3.006
N -0.443 0.877 2.081
C 0.649 1.655 1.882
H 6.016 2.299 -4.850
H 4.986 3.648 -4.373
H 4.439 2.526 -5.613
H 6.173 0.824 -2.992
H 5.115 -0.545 -1.219
H 1.298 1.105 -2.247
H 2.364 2.479 -4.002
H 3.596 1.479 0.239
H 3.979 3.521 1.470
H 2.281 4.424 3.029
H 0.059 4.078 4.180
H -1.940 2.628 4.509
H -2.144 0.555 3.165
Br -3.736 6.263 0.750
C -3.416 4.411 0.688
C -2.155 3.939 0.360
C -1.928 2.575 0.333
C -2.940 1.667 0.624
C -4.202 2.160 0.950
C -4.441 3.523 0.981
N -2.626 0.256 0.602
C -3.599 -0.563 0.579
C -3.408 -2.009 0.571
C -4.523 -2.827 0.482
C -4.351 -4.204 0.462
C -3.063 -4.692 0.541
C -1.998 -3.799 0.624
N -2.153 -2.478 0.625
H -1.354 4.626 0.126
H -0.954 2.217 0.055
H -5.028 1.516 1.213
H -5.423 3.893 1.241
H -4.637 -0.245 0.535
H -5.507 -2.381 0.434
H -5.201 -4.869 0.397
H -2.851 -5.751 0.549
H -0.998 -4.195 0.711
O -0.149 -1.697 5.196
P 0.176 -1.776 3.665
O 1.192 -0.835 3.146
O -1.134 -1.568 2.846
O 0.614 -3.298 3.434
P 1.209 -3.705 1.962
O 2.727 -3.397 2.022
O 0.810 -5.057 1.600
O 0.540 -2.584 1.056
H -0.136 -2.544 5.664
H 3.025 -2.565 1.571
O -0.471 -2.730 -5.533
C -0.609 -2.336 -4.259
C -0.468 -3.178 -3.161
C -0.617 -2.633 -1.907
N -0.920 -1.352 -1.636
C -1.042 -0.584 -2.715
Br -1.484 1.238 -2.501
C -0.904 -1.000 -4.024
H -0.246 -3.666 -5.575
H -0.209 -4.223 -3.269
H -0.427 -3.266 -1.060
H -1.025 -0.311 -4.845
*
```

Output
Lowest unoccupied orbital energy ... -3.958 eV
Frontier orbital gap ... 6.9 eV
Relative energy (zero: lowest compared OMol25 entry of this formula, charge and spin) ... 69.9 kJ/mol

# C33H28BrClCoN4O4P

A structure of composition C33H28BrClCoN4O4P (the ωB97M-V functional and the def2-TZVPD basis, the Open Molecules 2025 dataset).

ORCA input file:
```
! wB97M-V def2-TZVPD RIJCOSX def2/J DEFGRID3
* xyz 1 4
Co -1.588 -1.286 0.670
C -4.656 -0.976 2.003
O -3.788 -0.452 0.980
C -3.718 0.912 0.888
C -4.513 1.818 1.565
C -4.253 3.179 1.416
Br -5.329 4.410 2.353
C -3.222 3.644 0.625
C -2.436 2.729 -0.070
C -2.708 1.383 0.061
O -1.920 0.405 -0.524
C -1.253 3.116 -0.861
N -0.210 3.723 -0.398
C 0.687 3.773 -1.462
C 1.965 4.323 -1.517
C 2.633 4.266 -2.724
C 2.049 3.680 -3.858
C 0.790 3.111 -3.813
C 0.134 3.161 -2.590
N -1.105 2.679 -2.173
H -5.693 -0.747 1.760
H -4.382 -0.562 2.973
H -4.499 -2.049 2.017
H -5.309 1.493 2.216
H -3.012 4.701 0.548
H -1.285 0.797 -1.148
H 2.401 4.791 -0.645
H 3.622 4.697 -2.807
H 2.598 3.678 -4.790
H 0.342 2.660 -4.688
H -1.888 2.521 -2.790
N -2.151 -3.315 0.845
N -2.435 -3.483 2.225
C -1.809 -2.562 3.125
O -1.711 -2.890 4.282
O -1.428 -1.447 2.581
H -2.963 -3.600 0.306
H -1.362 -3.892 0.552
H -2.378 -4.436 2.556
Cl -1.043 -2.357 -2.072
C 0.349 -1.358 -2.473
C 0.580 -1.082 -3.808
C 1.672 -0.292 -4.142
C 2.501 0.213 -3.151
C 2.251 -0.078 -1.819
C 1.172 -0.884 -1.454
P 0.777 -1.259 0.279
C 1.452 -2.901 0.621
C 1.286 -3.396 1.919
C 1.715 -4.677 2.227
C 2.301 -5.471 1.247
C 2.466 -4.980 -0.040
C 2.043 -3.695 -0.356
C 1.730 -0.064 1.234
C 3.025 -0.322 1.677
C 3.726 0.661 2.359
C 3.144 1.901 2.590
C 1.854 2.162 2.147
C 1.145 1.176 1.482
H -0.077 -1.482 -4.568
H 1.867 -0.069 -5.182
H 3.341 0.841 -3.413
H 2.894 0.325 -1.048
H 0.839 -2.776 2.689
H 1.594 -5.053 3.234
H 2.633 -6.471 1.490
H 2.929 -5.594 -0.800
H 2.181 -3.317 -1.362
H 3.482 -1.287 1.495
H 4.729 0.459 2.710
H 3.696 2.664 3.122
H 1.391 3.125 2.321
H 0.133 1.388 1.153
*
```

Output
Lowest unoccupied orbital energy (spin up / spin down) ... -2.305 / -2.641 eV
Frontier orbital gap (spin up / spin down) ... 8.9 / 8.7 eV
Expectation value of S² ... 3.7578
Relative energy (zero: lowest compared OMol25 entry of this formula, charge and spin) ... 0.0 kJ/mol

Q: Number 3 is which compound?
A: C33H28BrClCoN4O4P